C56H126F2KN8O4S2 | wB97M-V/def2-TZVPD

```
199
Properties=species:S:1:pos:R:3:forces:R:3:lowdin_charge:R:1
K -2.704472 1.605995 -3.101632 -0.3 0.0 -0.3 0.88
C 0.930215 -7.469656 -1.643354 0.0 0.6 -0.2 -0.06
C -0.044346 -6.281199 -1.817735 0.2 0.1 -0.6 -0.21
C -0.653773 -6.347917 -3.233302 0.0 0.7 -0.1 -0.09
N -1.411064 -5.106132 -3.746217 0.2 0.7 0.8 -0.25
C -1.758211 -5.348773 -5.213424 -0.1 -0.9 1.2 0.04
C -2.678487 -4.718925 -2.965263 0.7 0.0 0.1 -0.07
C -2.190934 -3.911269 -1.766993 -0.8 1.0 -0.9 -0.15
C -0.930592 -3.152927 -2.238347 -0.1 -1.1 0.4 -0.14
C -0.525493 -3.852749 -3.572173 -0.8 0.4 0.9 -0.07
H 1.534173 -7.319945 -0.749029 0.0 -0.1 0.0 0.07
H 1.591439 -7.449042 -2.511382 0.2 -0.2 0.1 0.08
H 0.498310 -8.466163 -1.583278 -0.4 0.2 0.0 0.10
H 0.541603 -5.358616 -1.776958 0.2 -0.1 0.1 0.07
H -0.754372 -6.161411 -1.001935 -0.3 -0.5 -0.2 0.11
H -1.259216 -7.241684 -3.373517 -0.2 0.1 -0.1 0.15
H 0.126807 -6.317502 -3.993154 0.4 -0.8 0.4 0.13
H -2.216795 -4.490925 -5.695811 0.1 0.2 0.2 0.11
H -2.473514 -6.165917 -5.129085 -0.1 0.0 -0.6 0.12
H -0.876583 -5.709401 -5.736266 0.0 0.2 -0.1 0.12
H -3.256251 -4.108646 -3.656609 -0.1 -0.1 0.0 0.13
H -3.249257 -5.590586 -2.653376 0.1 -0.2 -0.4 0.15
H -2.932724 -3.148742 -1.527066 -0.3 -0.4 0.3 0.11
H -2.029666 -4.569450 -0.920873 0.1 0.3 0.1 0.10
H -0.989606 -2.060572 -2.299881 -0.4 -0.3 -0.2 0.10
H -0.246183 -3.338756 -1.408513 0.7 0.1 -0.5 0.10
H -0.818858 -3.280404 -4.447430 0.6 0.4 0.1 0.12
H 0.537964 -4.027531 -3.439574 0.0 -0.6 -1.1 0.12
C -2.834087 -5.072983 7.563536 -0.1 -1.0 1.1 -0.09
C -3.625439 -3.960382 6.905560 -0.4 0.5 -0.7 -0.21
C -3.758201 -4.174834 5.358644 0.4 0.4 1.2 -0.09
N -4.429755 -3.024221 4.601977 -1.6 -0.3 -1.3 -0.23
C -5.907367 -2.925300 4.931312 0.1 -0.4 0.8 0.03
C -4.342423 -3.306898 3.059088 0.8 -0.8 1.2 -0.07
C -3.312827 -2.332480 2.543215 0.4 0.1 -0.2 -0.16
C -2.593944 -1.743961 3.755447 0.2 0.7 0.2 -0.14
C -3.711940 -1.711889 4.774335 -0.5 0.4 0.3 -0.10
H -1.789447 -5.220612 7.286800 0.0 0.6 -0.4 0.08
H -3.249389 -6.082503 7.498862 -0.4 0.2 -0.5 0.09
H -2.836621 -4.927838 8.645845 0.1 0.3 0.0 0.09
H -3.226174 -2.991233 7.220454 0.7 -0.1 -0.6 0.10
H -4.615954 -3.814011 7.344996 -0.2 -0.9 -0.1 0.12
H -4.292714 -5.108396 5.185001 -0.5 0.3 -0.1 0.14
H -2.791902 -4.345828 4.883068 0.2 0.4 0.1 0.13
H -6.374162 -3.909770 4.904643 0.4 -0.2 0.0 0.12
H -6.471841 -2.324505 4.222231 0.5 0.4 0.0 0.10
H -6.020001 -2.554332 5.947874 0.0 0.2 -0.1 0.11
H -5.302900 -3.281785 2.552921 -0.1 0.2 0.4 0.13
H -3.977669 -4.332375 3.026500 -0.1 0.0 -0.3 0.13
H -3.793299 -1.482257 2.057331 0.0 -0.2 -0.3 0.11
H -2.632481 -2.830388 1.855568 0.0 0.2 -0.2 0.11
H -2.303937 -0.726053 3.488424 0.1 0.0 0.2 0.11
H -1.680978 -2.229968 4.098185 -0.2 -0.4 -0.1 0.12
H -4.387679 -0.891708 4.514156 -0.3 -0.4 -0.3 0.14
H -3.535056 -1.502896 5.827582 0.6 -0.5 -0.1 0.13
C 2.646834 0.172680 -5.257888 1.4 0.7 -0.5 -0.07
C 4.199606 0.338008 -5.346946 0.1 -0.5 0.3 -0.20
C 4.748399 1.638949 -4.755088 -0.5 -0.8 0.3 -0.15
N 6.252235 1.773196 -4.743030 -0.5 1.4 0.6 -0.24
C 6.458939 3.154612 -4.131383 1.5 0.5 -1.3 0.01
C 7.059332 0.705731 -3.992458 0.8 0.6 -0.8 -0.07
C 7.871365 -0.014577 -5.081059 0.1 -1.0 0.3 -0.14
C 8.200148 1.084050 -6.095238 -0.6 -0.3 0.3 -0.11
C 6.884227 1.842874 -6.145752 0.1 -0.2 -0.1 -0.08
H 2.305682 0.338239 -4.236703 -0.1 0.1 0.0 0.04
H 2.370904 -0.830819 -5.572487 0.0 0.0 -0.1 0.08
H 2.218961 0.902477 -5.944942 -0.4 -0.1 0.1 0.08
H 4.586075 0.205797 -6.357093 -0.5 0.1 -0.2 0.11
H 4.633039 -0.509751 -4.806642 0.2 0.1 0.2 0.10
H 4.413582 1.719142 -3.715897 0.3 -0.1 0.1 0.13
H 4.364350 2.555660 -5.201160 0.0 -0.2 -0.6 0.13
H 6.265253 3.352059 -3.080669 -0.3 -0.9 0.1 0.11
H 5.934748 3.868657 -4.764617 -0.3 -0.1 0.2 0.11
H 7.503350 3.389805 -4.345097 0.1 0.0 0.4 0.12
H 7.780418 1.298049 -3.429986 -0.1 -0.1 0.3 0.13
H 6.463246 0.098813 -3.318876 -0.3 0.1 -0.2 0.11
H 8.745163 -0.486251 -4.628366 0.2 0.4 0.0 0.13
H 7.358356 -0.891014 -5.484489 -0.4 0.4 -0.3 0.12
H 9.077019 1.635944 -5.760752 -0.2 0.3 -0.1 0.14
H 8.340627 0.780583 -7.131985 0.5 -0.4 0.2 0.14
H 7.021175 2.866006 -6.488323 -0.4 0.1 0.2 0.15
H 6.227095 1.287792 -6.810532 -0.1 0.3 0.0 0.13
C 1.142868 -0.230370 3.466069 0.2 -0.4 -1.2 -0.09
C 1.348366 1.288370 3.276500 -0.3 -1.4 2.1 -0.23
C 2.231603 1.719160 4.482341 -0.4 1.3 -2.3 -0.10
N 2.270912 3.254674 4.623196 -1.2 -1.1 1.1 -0.26
C 2.681894 3.943207 3.333448 -0.7 -1.8 1.0 0.05
C 3.215971 3.593614 5.742127 1.3 0.7 -0.2 -0.11
C 2.680661 4.811523 6.507309 0.0 -0.7 -1.0 -0.11
C 1.184693 4.798915 6.188673 -1.4 -0.4 0.9 -0.13
C 0.879853 3.754470 5.106678 1.1 0.4 -0.6 -0.07
H 0.625960 -0.671402 2.608772 0.1 0.2 -0.2 0.05
H 0.475267 -0.460645 4.295751 0.4 0.2 0.4 0.08
H 2.092270 -0.765894 3.530541 -0.1 -0.1 0.4 0.08
H 0.311608 1.608617 3.337387 0.3 1.0 -0.4 0.08
H 1.888477 1.531349 2.366645 -0.5 0.0 -0.3 0.10
H 3.210100 1.409784 4.114448 0.4 0.0 0.9 0.14
H 1.948300 1.309022 5.445239 0.1 -0.1 0.0 0.14
H 1.860866 3.761554 2.643931 -0.1 0.6 -0.1 0.09
H 3.486551 3.298624 2.984002 0.6 0.9 -0.2 0.11
H 2.877199 4.979898 3.582938 0.3 0.0 -0.4 0.13
H 4.170678 3.719545 5.227328 0.1 0.3 0.3 0.14
H 3.416343 2.841107 6.504196 -0.7 -0.8 -0.7 0.14
H 3.228365 5.702737 6.214709 -0.2 0.2 0.4 0.13
H 2.778958 4.505798 7.543226 0.4 1.0 0.2 0.13
H 0.643441 5.719502 5.974262 0.7 0.3 -0.3 0.12
H 0.689964 4.508535 7.118609 -0.1 -0.3 -0.1 0.12
H 0.401216 4.227391 4.251254 -0.1 -0.2 -0.1 0.12
H 0.309857 2.873638 5.388987 0.0 0.1 0.3 0.13
C -4.291452 3.325639 2.434770 -0.2 -0.7 1.0 -0.09
C -5.792473 3.598966 2.292120 0.4 1.7 -1.4 -0.19
C -6.316756 2.883452 1.015789 -0.7 -0.7 0.8 -0.10
N -7.793513 2.487937 1.036147 -1.2 -1.4 -1.2 -0.25
C -8.317683 2.085038 2.407971 0.7 0.3 -1.4 0.05
C -7.991313 1.248605 0.065255 0.9 1.7 0.2 -0.06
C -7.837842 1.875385 -1.331413 -0.3 -0.1 -0.3 -0.14
C -8.459928 3.322302 -1.232268 -0.3 -1.9 0.8 -0.10
C -8.674773 3.476731 0.280546 1.1 2.5 0.7 -0.10
H -4.183245 2.270220 2.689007 0.5 -0.2 -0.6 0.07
H -3.779553 3.815311 3.265526 -0.6 0.4 0.1 0.09
H -3.733776 3.660280 1.560576 -0.1 -0.5 -0.3 0.07
H -5.819091 4.682158 2.147274 -0.6 0.0 0.0 0.12
H -6.423252 3.396463 3.151018 0.5 -0.3 0.2 0.10
H -5.755020 1.948053 0.961353 -0.1 -0.2 -0.1 0.11
H -6.248023 3.361744 0.041587 0.6 0.5 0.3 0.12
H -9.306390 1.660869 2.261441 -0.1 0.3 0.2 0.12
H -8.285596 2.978888 3.020302 -0.4 -0.3 0.3 0.11
H -7.632659 1.300256 2.723064 -0.1 0.1 0.5 0.11
H -9.003147 0.884872 0.222347 0.1 -0.1 0.1 0.14
H -7.217033 0.544574 0.358099 -0.3 -0.3 -0.2 0.12
H -8.429231 1.292676 -2.036512 0.1 -0.1 0.0 0.12
H -6.798089 1.831657 -1.697594 -0.3 0.2 0.3 0.10
H -9.445566 3.327286 -1.692227 0.1 0.1 -0.3 0.13
H -7.862610 4.116138 -1.668951 0.1 -0.1 0.1 0.11
H -9.688444 3.506506 0.673690 -0.1 -0.8 -0.2 0.15
H -8.319214 4.489722 0.490863 0.1 -0.1 0.6 0.14
C -3.782163 4.515124 -1.963799 0.6 -0.1 0.3 -0.09
C -2.510323 5.019047 -2.673935 0.8 0.6 0.2 -0.20
C -1.385492 5.581759 -1.754709 1.3 -1.5 1.1 -0.10
N -0.090987 6.039884 -2.433347 -0.3 -1.0 -2.9 -0.23
C -0.444813 7.219937 -3.322113 -1.1 1.2 1.9 0.04
C 1.070799 6.302291 -1.473845 -0.7 0.8 0.8 -0.06
C 2.278111 5.449818 -1.854705 -0.2 0.7 0.6 -0.13
C 1.926717 5.007740 -3.247337 2.6 -0.3 -1.9 -0.17
C 0.453446 4.980711 -3.439763 -0.7 -0.7 1.0 -0.08
H -4.508511 4.113537 -2.672556 0.1 0.1 -0.2 0.08
H -4.303930 5.281435 -1.392259 0.1 0.2 -0.1 0.10
H -3.519500 3.732155 -1.242933 0.0 0.0 0.1 0.05
H -2.771158 5.686021 -3.493510 0.0 0.1 0.1 0.12
H -1.920710 4.192325 -3.092872 -0.7 -0.1 -0.5 0.05
H -1.006888 4.689501 -1.237907 -0.2 -0.1 0.2 0.12
H -1.542375 6.241142 -0.901560 -0.7 0.6 -0.6 0.15
H 0.396284 7.790525 -3.703274 0.2 -0.3 0.1 0.13
H -1.043966 7.788443 -2.603862 0.5 0.9 -0.3 0.12
H -1.184047 7.026946 -4.096140 0.5 -0.8 -0.2 0.11
H 1.219099 7.380371 -1.505363 0.2 -0.1 0.1 0.15
H 0.734359 6.027721 -0.475108 -0.2 0.2 0.0 0.13
H 3.218118 6.000786 -1.809373 -0.2 0.4 -0.3 0.14
H 2.427987 4.711583 -1.068238 -0.4 -0.6 -0.5 0.10
H 2.419322 5.616115 -4.018749 -0.5 1.1 0.5 0.14
H 2.535930 4.155014 -3.574906 -1.0 -0.9 0.5 0.12
H 0.074824 5.229949 -4.425308 0.2 0.0 -0.1 0.14
H 0.057042 3.999366 -3.165985 0.0 0.1 0.2 0.11
C 5.382363 -7.593143 1.279674 0.7 -0.6 -1.5 -0.07
C 5.453783 -6.088837 1.185137 0.0 1.4 1.9 -0.25
C 4.812838 -5.475919 -0.034274 -0.2 0.0 0.4 -0.10
N 4.569194 -3.963853 0.010553 0.1 0.2 -0.7 -0.25
C 3.772584 -3.547097 1.194812 0.2 -0.8 0.7 0.03
C 3.851056 -3.475889 -1.236323 -0.7 0.1 -0.6 -0.12
C 4.000974 -1.949499 -1.305358 1.2 -0.6 0.9 -0.12
C 5.345414 -1.752386 -0.507331 0.3 0.3 -0.4 -0.12
C 5.859575 -3.171277 -0.165228 -0.3 0.1 0.1 -0.06
H 4.399940 -8.040166 1.426154 -0.1 0.4 0.5 0.09
H 6.116665 -7.934302 2.004412 -0.3 -0.2 0.2 0.10
H 5.694609 -8.019487 0.318918 0.2 -0.1 0.1 0.09
H 6.457408 -5.695290 1.370060 0.2 -0.4 -0.5 0.13
H 4.938480 -5.712754 2.078743 -0.2 -0.1 -0.1 0.10
H 3.829525 -5.950410 -0.047557 -0.1 0.2 -0.9 0.13
H 5.450515 -5.621358 -0.904800 -0.5 -0.3 -0.3 0.15
H 2.807769 -4.054207 1.175536 -0.2 0.3 -0.4 0.12
H 3.699546 -2.467128 1.251540 -0.2 -0.1 -0.1 0.10
H 4.220916 -3.952374 2.099604 0.4 0.4 -0.1 0.10
H 2.802795 -3.772376 -1.271625 0.1 -0.3 0.4 0.12
H 4.334327 -3.894870 -2.117577 0.2 -0.3 0.3 0.14
H 3.184397 -1.411685 -0.829476 -0.1 0.0 -0.1 0.09
H 4.095978 -1.649549 -2.346749 -0.1 0.1 0.0 0.10
H 5.193739 -1.108142 0.357187 0.0 -0.3 0.3 0.11
H 6.084512 -1.200464 -1.085806 0.1 -0.2 -0.1 0.10
H 6.570029 -3.302763 0.649229 -0.5 0.3 0.5 0.15
H 6.363607 -3.669967 -0.993898 -0.1 0.3 -0.3 0.14
N -1.179921 1.206294 -1.028783 3.8 0.8 0.1 -0.39
S -1.468229 0.579066 0.352998 -4.0 -3.8 3.9 0.44
O -1.093972 1.268932 1.560330 0.3 -0.1 -1.4 -0.26
O -1.364461 -0.876501 0.331097 0.0 1.9 0.1 -0.29
F -3.089885 0.809682 0.361610 0.7 0.0 -0.6 -0.22
S 0.530006 1.278565 -0.846961 1.5 1.8 -1.1 0.55
O 1.223131 0.205533 -0.176567 -1.3 0.7 -1.0 -0.26
O 1.023466 2.610641 -0.590070 -1.1 -0.9 0.0 -0.27
F 0.791522 1.130830 -2.398022 0.0 -0.4 -0.1 -0.19
```
Forces are in eV/Å.

Output
**Charge**: +7
**HOMO energy**: -22.44 eV
**Calculated total energy**: -4541.515449 Ha
**LUMO**: -13.34 eV
**2S+1**: 1

***

C5H6O2 | wB97M-V/def2-TZVPD

```
13
Properties=species:S:1:pos:R:3:forces:R:3:nbo_charge:R:1
C -1.901878 0.233294 0.906190 0.1 0.0 0.0 -0.50
O 1.275643 1.793258 0.595132 0.3 -0.3 -0.4 -0.48
C 1.575550 0.939384 -0.197783 -0.1 0.3 0.2 0.40
C 1.113345 -0.503727 -0.067448 0.2 0.0 0.0 -0.01
O 0.369552 -0.652782 1.152879 -0.1 0.0 0.1 -0.48
C -0.785165 -0.304832 0.459968 -0.5 0.1 0.1 0.32
C -0.194205 -0.661285 -0.873285 -0.1 0.0 -0.1 -0.47
H -2.640409 0.558423 0.182943 0.0 -0.2 0.2 0.22
H -2.062021 0.394261 1.964687 0.0 0.1 -0.1 0.22
H 2.137916 1.179428 -1.123285 0.1 -0.1 0.0 0.11
H 1.934714 -1.220477 -0.186730 -0.2 0.1 0.0 0.21
H -0.456344 -1.705458 -1.051113 0.4 0.0 -0.3 0.24
H -0.366698 -0.049488 -1.762155 0.0 0.0 0.2 0.22
```
Forces are in eV/Å.

Output
**Charge**: 0
**HOMO energy**: -8.97 eV
**Calculated total energy**: -344.520372 Ha
**LUMO**: 0.80 eV
**2S+1**: 1

***

C8H7NO2S | wB97M-V/def2-TZVPD

```
19
Properties=species:S:1:pos:R:3:forces:R:3:nbo_charge:R:1
C -3.127120 0.510582 -0.111898 -0.5 -0.7 0.4 -0.18
C -2.133735 1.493810 0.007018 0.3 0.6 -0.3 -0.21
C -2.772689 -0.864395 0.044634 -0.4 0.9 0.0 -0.21
C -0.797316 1.090456 -0.027886 -0.3 -2.0 0.2 -0.17
C -1.481407 -1.290374 0.093249 0.4 2.7 -0.7 -0.17
C -0.460784 -0.282976 0.016464 0.1 -1.1 0.5 -0.13
C 0.881829 -0.772642 0.121663 5.1 5.2 -1.6 -0.06
C 2.268032 0.093741 -0.008617 -7.0 -1.8 0.7 -0.12
N 3.439374 -0.637787 -0.017585 0.9 -0.3 0.5 0.45
O 3.441515 -1.848533 0.000908 -0.2 -0.7 -0.2 -0.36
O 4.485839 0.024155 0.023869 1.2 -0.2 -0.1 -0.43
S 2.456894 1.791898 0.045980 1.1 -0.2 0.5 0.00
H -4.184115 0.718917 -0.405150 1.0 0.2 0.9 0.23
H -2.299827 2.592012 0.146315 -0.4 -1.2 -0.7 0.23
H -3.458048 -1.676736 0.202549 -1.0 0.2 -0.6 0.22
H 0.063810 1.679335 -0.221589 0.0 1.2 0.4 0.22
H -1.367089 -2.317834 -0.093343 1.0 -1.2 0.6 0.22
H 1.178178 -1.731150 -0.125589 -0.1 -2.2 0.1 0.22
H 3.866652 1.427526 0.309008 -1.3 0.6 -0.5 0.26
```
Forces are in eV/Å.

Output
**Charge**: 0
**SMILES**: O=[N+]([O-])/C(S)=C/c1ccccc1
**HOMO energy (spin up / spin down)**: -8.10 / -8.31 eV
**Calculated total energy**: -912.252555 Ha
**LUMO (spin up / spin down)**: -1.71 / -1.55 eV
**2S+1**: 1